75
Properties=species:S:1:pos:R:3 method="wB97M-V/def2-TZVPD" multiplicity=6 homo_energy_ev="0.0 / -1.7" e_tot_ha=-3014.82518 de_lowest_kj_mol=0.00 s2=8.779 lumo_energy_ev="4.351 / 3.789" homo_lumo_gap_ev="4.34 / 5.51" charge=-2
C 1.39981 1.89583 0.08015
C 0.42417 2.39006 0.94650
C -0.83710 2.41362 0.27788
C 0.69214 2.99013 2.27301
C -0.68720 1.90712 -1.01966
C 0.73658 1.49765 -1.21204
C 1.37046 1.73725 -2.52727
C 2.85155 2.06866 0.25163
C -2.08110 2.97498 0.84743
C -1.67863 1.94872 -2.10879
Ir 0.40343 -0.39944 -0.63746
Cl 1.56017 -0.03006 4.22048
Cl 2.67819 -0.83964 -1.02616
Cl -1.79203 -0.49697 0.19862
H 1.46646 2.41865 2.79529
H -0.20613 2.93180 2.89628
H 0.99143 4.04710 2.19518
H -2.23563 2.59833 1.86425
H -2.94597 2.69644 0.24016
H -2.03613 4.07194 0.90141
H -2.69299 1.74504 -1.74175
H -1.43596 1.21470 -2.88077
H -1.68766 2.94876 -2.56734
H 0.74899 1.29958 -3.30552
H 2.36133 1.29159 -2.54844
H 1.43916 2.82000 -2.68731
H 3.12867 1.89806 1.29893
H 3.15080 3.09395 -0.02439
H 3.40058 1.35368 -0.36786
O -0.03587 -1.01453 -2.38969
H 0.76488 -1.37190 -2.83076
C -3.53278 -2.74406 2.43872
C -2.20159 -3.47304 2.34238
C -1.15672 -2.71301 3.15062
C -2.35496 -4.89242 2.88024
O -1.86251 -3.52910 0.93564
Si -0.40190 -3.61978 0.19439
O 0.45135 -2.27163 0.06784
O 0.43334 -4.67377 1.14606
C 1.79532 -5.15386 1.07309
C 2.79191 -4.00263 1.01778
C 2.03248 -5.94857 2.35341
C 1.95853 -6.03922 -0.15629
O -0.68589 -4.36407 -1.24669
C -1.82475 -4.37744 -2.15230
C -2.30849 -2.96599 -2.42849
C -1.34395 -5.00891 -3.45421
C -2.99046 -5.18587 -1.59942
H -3.84547 -2.68549 3.48940
H -4.30704 -3.27941 1.87551
H -3.43595 -1.73011 2.03247
H -1.51638 -2.58019 4.18098
H -0.20430 -3.25362 3.19241
H -0.95966 -1.72095 2.72412
H -3.11681 -5.44024 2.31047
H -1.40854 -5.44111 2.81769
H -2.67158 -4.85939 3.93201
H 2.65814 -3.33078 1.87328
H 3.81399 -4.41087 1.05004
H 2.68212 -3.40792 0.10276
H 1.31705 -6.77533 2.44510
H 3.04560 -6.36875 2.36303
H 1.92838 -5.29677 3.23107
H 1.23345 -6.86154 -0.13814
H 1.80831 -5.46034 -1.07555
H 2.97012 -6.46685 -0.17851
H -1.48656 -2.35552 -2.82966
H -3.14281 -2.97966 -3.14726
H -2.65063 -2.48003 -1.50578
H -1.07254 -6.06154 -3.30453
H -2.13809 -4.96371 -4.21263
H -0.46726 -4.47228 -3.84099
H -2.71089 -6.23643 -1.44624
H -3.35185 -4.76983 -0.65225
H -3.81815 -5.16446 -2.32355